(1)
Below is the molecule C9H13NO3 in a non-equilibrium geometry, with properties calculated with ωB97M-V with the def2-TZVPD basis set.

XYZ file:
```
26
Properties=species:S:1:pos:R:3:forces:R:3:mulliken_charge:R:1
O -0.0905 4.0837 -1.3133 -0.463 -2.440 -0.176 -0.572
O -1.2559 2.2723 -2.0835 -0.030 0.208 -0.010 -0.322
O -1.9741 0.1646 -2.4029 0.931 0.746 0.649 -0.529
N 1.8672 1.3101 1.3802 -0.151 0.068 -0.249 -0.519
C -0.1068 0.6279 -0.8703 0.209 0.430 0.181 0.931
C -0.6570 -1.4413 0.5427 -0.058 -0.578 0.021 0.625
C 1.5597 2.2481 0.2947 -0.034 -0.131 0.566 -0.729
C -1.8109 -2.1134 -0.1997 0.305 -0.020 0.402 -1.492
C 0.4336 1.8157 -0.5776 0.191 0.155 -0.013 0.072
C 0.3200 -0.7127 -0.3920 -0.543 -0.320 -0.263 -1.141
C -0.2805 2.8776 -1.3325 0.165 1.892 0.096 0.270
C 0.1334 -2.5362 1.2634 -0.018 0.436 -0.376 -1.637
C -1.2105 0.9044 -1.8392 -0.822 -0.653 -0.801 0.143
H 2.7396 1.5817 1.8046 0.204 0.005 0.111 0.236
H 0.4715 -1.3564 -1.2582 -0.020 -0.099 -0.216 0.437
H 2.4522 2.3950 -0.3038 0.181 -0.057 -0.260 0.336
H 1.2703 -0.6293 0.1065 0.282 0.269 0.115 0.629
H -2.4687 -2.5993 0.5124 -0.225 -0.030 0.184 0.420
H -2.3818 -1.4313 -0.8050 -0.191 0.123 -0.249 0.366
H 1.1615 1.4065 2.0982 -0.072 -0.113 0.114 0.200
H -0.4823 -3.0425 1.9928 -0.076 -0.175 0.262 0.405
H 1.2995 3.2355 0.6708 -0.037 0.272 -0.040 0.382
H -1.0767 -0.7693 1.2873 0.092 0.372 0.090 0.357
H 1.0284 -2.1306 1.7219 0.102 0.027 0.318 0.432
H -1.3951 -2.9068 -0.8124 -0.026 -0.077 -0.395 0.341
H 0.4540 -3.2539 0.5150 0.108 -0.309 -0.065 0.358
```
Positions in Å, forces in eV/Å.

* energy: -631.234467 a.u.
* E_LUMO: -0.722 eV
* HOMO: -10.0 eV
* maximum force: 2.490 eV Å⁻¹

***

(2)
Below is the molecule C9H13NO3 in a non-equilibrium geometry, with properties calculated with ωB97M-V with the def2-TZVPD basis set.

XYZ file:
```
26
Properties=species:S:1:pos:R:3:forces:R:3:mulliken_charge:R:1
O -0.7374 -2.7604 0.0805 1.901 -1.495 -0.833 -0.684
O -2.5422 -1.8534 0.6875 -4.409 -0.259 2.104 -0.711
O -2.0988 1.6352 -1.1352 -0.117 -0.956 0.667 -0.505
N -1.4983 -1.8076 0.1085 2.219 3.597 -0.972 0.924
C 2.8955 -0.4354 0.3858 -2.039 -1.047 0.734 -0.561
C 1.1261 -1.3306 -1.0800 -1.345 0.846 -0.513 -0.260
C 2.3363 -0.2885 1.5913 1.275 1.327 0.348 -0.637
C 0.4976 1.2039 -1.2634 2.298 -2.377 2.964 -1.208
C -2.0877 0.6186 -0.1135 -1.157 -0.754 1.337 -0.271
C 2.4040 -1.3654 -0.6490 0.698 -1.347 0.909 -0.340
C 0.1207 -0.2487 -0.8167 7.604 1.625 -3.428 0.847
C -1.0719 -0.4805 -0.2831 -6.034 -2.302 1.489 -0.057
C -1.7836 1.2370 1.2875 -1.896 1.840 1.216 -1.012
H 0.2920 1.4276 -2.2611 -0.925 0.311 -1.578 0.283
H -0.0092 1.8570 -0.5367 0.926 0.366 -0.816 0.322
H 1.6440 -0.9774 2.0069 -0.938 -0.349 -0.054 0.316
H -2.9572 1.5367 -1.5474 -0.147 0.164 -0.283 0.343
H -3.0940 0.1035 -0.0033 1.143 0.638 -0.332 0.554
H -2.0766 0.5439 2.1897 1.077 1.150 -1.947 0.292
H 0.7128 -2.0462 -1.7906 0.461 -0.501 0.501 0.444
H 3.7422 0.1056 0.1546 1.731 1.365 -0.550 0.455
H 3.0827 -2.2745 -0.7841 -1.058 1.412 -0.613 0.307
H -2.4607 2.2020 1.4221 0.999 -2.025 -0.419 0.339
H 1.6547 1.1712 -1.2308 -1.806 0.630 0.347 0.358
H -0.7793 1.7053 1.2952 -0.294 -0.865 0.444 0.233
H 2.6883 0.5212 2.2853 -0.168 -0.995 -0.721 0.228
```
Positions in Å, forces in eV/Å.

* 2S+1: 3
* energy: -630.870554 a.u.
* E_LUMO (alpha / beta): 0.560 / -3.466 eV
* HOMO (alpha / beta): -6.1 / -9.4 eV
* ⟨S²⟩: 2.0155
* maximum force: 8.498 eV Å⁻¹

***

Results for ΔE to the lowest compared entry with this formula, charge and spin: 0.000; 4.110 (in eV, following the order of the records).